1.
# C5H9BN2O3

One molecule with the formula C5H9BN2O3 in a non-equilibrium geometry (the ωB97M-V functional and the def2-TZVPD basis, the Open Molecules 2025 dataset).

Positions of all 20 atoms, in Å:
B (-1.00070, -0.08221, 1.54116)
C (1.86815, -0.66995, -1.01742)
C (1.28195, -2.04981, -0.73204)
C (1.32445, 0.42160, -0.54896)
C (-1.08522, -1.52834, -0.47899)
C (0.14240, 2.40661, -0.73072)
N (0.06829, -2.36877, -0.63486)
N (-0.96778, -0.27049, 0.15115)
O (-0.46897, 1.15484, 1.99347)
O (-1.62303, -0.85756, 2.42482)
O (1.27191, 1.69896, -0.24783)
H (2.80741, -0.88339, -1.62242)
H (1.95584, -2.85874, -0.78790)
H (-1.44808, -1.33395, -1.58996)
H (-1.82241, -2.12434, 0.21810)
H (0.17744, 3.44755, -0.26580)
H (-0.89711, 2.04437, -0.48221)
H (0.40704, 2.51787, -1.76830)
H (-0.31419, 1.83293, 1.30628)
H (-1.67740, -0.49718, 3.27242)

The value obtained for the total energy is -15125.7516 eV. The HOMO-LUMO gap (alpha / beta) is 7.69 / 6.89 eV. The value obtained for the HOMO energy (alpha / beta) is -7.08 / -8.75 eV. Its energy above the lowest of the compared OMol25 structures with the same formula, charge and spin is 34.5 kcal/mol. As for the expectation value of S²: 2.01. Its multiplicity is 3.

***

2.
# C3H5N3

One molecule with the formula C3H5N3 (the ωB97M-V functional and the def2-TZVPD basis, the Open Molecules 2025 dataset).

Positions of all 11 atoms, in Å:
C (1.08237, 0.35742, 0.88329)
N (-0.01149, -0.04275, 0.02173)
C (0.06202, -0.71586, -1.16049)
N (-1.11280, -0.80261, -1.72193)
N (-2.00508, -0.16897, -0.89550)
C (-1.33223, 0.27455, 0.13044)
H (0.67829, 0.89305, 1.74433)
H (1.75974, 1.02382, 0.34294)
H (1.63673, -0.51500, 1.23789)
H (0.98493, -1.11978, -1.55550)
H (-1.74248, 0.81613, 0.97279)

The value obtained for the total energy is -7661.6493 eV. The HOMO-LUMO gap is 10.53 eV. The value obtained for the HOMO energy is -9.86 eV. Its energy above the lowest of the compared OMol25 structures with the same formula, charge and spin is 18.6 kcal/mol.

***

3.
# C7H14N2

A 2-piece molecular cluster, C7H14N2 overall in a non-equilibrium geometry (the ωB97M-V functional and the def2-TZVPD basis, the Open Molecules 2025 dataset).

Positions of all 23 atoms, in Å:
C (-2.73384, 0.92313, -0.58840)
C (1.61994, -0.63188, 1.59458)
C (1.44795, -0.21258, -0.80776)
C (1.03603, 1.63511, 0.69449)
C (-0.60482, -0.38433, 0.54950)
C (-1.94809, 0.00474, -1.24374)
C (0.80531, 0.16748, 0.51991)
N (-3.32742, 1.80133, -0.15430)
N (-2.45139, -1.23665, -1.63930)
H (1.55779, -0.31766, 2.68491)
H (2.81025, -0.31293, 1.43786)
H (1.53141, -1.66168, 1.59617)
H (0.92143, 0.35588, -1.61585)
H (1.26323, -1.26654, -0.98490)
H (2.43924, -0.06405, -0.89259)
H (2.09618, 1.75517, 0.49159)
H (0.74921, 1.95141, 1.74020)
H (0.45540, 2.31463, 0.00996)
H (-0.58597, -1.47788, 0.24599)
H (-1.18325, -0.19093, 1.42509)
H (-1.35844, 0.44598, -1.97721)
H (-1.73166, -1.79641, -2.11985)
H (-2.80849, -1.80134, -0.96635)

The value obtained for the total energy is -10462.7410 eV. The HOMO-LUMO gap is 8.81 eV. The value obtained for the HOMO energy is -8.22 eV. Its energy above the lowest of the compared OMol25 structures with the same formula, charge and spin is 83.6 kcal/mol.

***

4.
# C8H21B3F2O8Tl

C8H21B3F2O8Tl as an isolated structure in a non-equilibrium geometry (the ωB97M-V functional and the def2-TZVPD basis, the Open Molecules 2025 dataset).

Positions of all 43 atoms, in Å:
Tl (0.90192, 0.05254, 0.81076)
B (-2.44975, -1.49926, -0.95968)
H (-3.18884, -1.54200, -1.74464)
H (-2.38417, -0.46753, -0.65071)
H (-2.80581, -2.12409, -0.15529)
H (-1.51545, -1.96440, -1.23345)
B (4.67883, -0.34468, 1.80947)
H (4.12281, 0.50623, 2.17146)
H (5.71057, -0.35486, 2.12514)
H (4.12288, -1.18154, 2.20297)
H (4.57333, -0.31803, 0.73597)
B (-2.53995, 0.29724, 2.76517)
H (-1.78073, 0.56896, 3.48210)
H (-2.35762, -0.71965, 2.45382)
H (-3.56071, 0.43120, 3.08819)
H (-2.43539, 0.95340, 1.91500)
C (-1.96923, 5.94616, -0.12554)
C (-1.87415, 4.46716, -0.25120)
O (-2.94704, 3.93584, -0.39532)
O (-0.79640, 3.92328, -0.24630)
H (-1.06867, 6.54103, 0.02679)
H (-2.66396, 6.18953, 0.67833)
H (-2.31342, 6.31378, -1.09222)
C (-0.70600, -6.51529, 4.70002)
C (-1.76719, -6.64968, 3.57277)
O (-1.62450, -5.45815, 2.94960)
C (-0.35339, -4.94988, 3.18981)
O (0.14454, -3.95115, 2.67109)
O (0.26615, -5.65139, 4.18774)
F (-2.93623, -6.79064, 4.18767)
H (-0.26539, -7.47098, 4.98397)
H (-1.11092, -6.09011, 5.61836)
H (-1.71453, -7.49652, 2.88851)
C (3.04046, 3.05421, -6.43357)
C (1.84644, 3.79383, -5.94622)
O (2.02911, 3.69244, -4.56868)
C (2.57695, 2.46394, -4.32471)
O (2.48278, 1.87034, -3.19365)
O (3.03898, 1.96381, -5.49929)
F (0.73922, 3.26650, -6.47187)
H (3.89357, 3.70261, -6.23388)
H (3.14055, 2.75507, -7.47694)
H (1.82033, 4.85073, -6.21154)

The value obtained for the total energy is -37157.9747 eV. The HOMO-LUMO gap is 1.90 eV. The value obtained for the HOMO energy is -5.58 eV. The net charge is -1. Its energy above the lowest of the compared OMol25 structures with the same formula, charge and spin is 38.0 kcal/mol.

***

5.
# C24H46O24

A 8-piece molecular cluster, C24H46O24 overall in a non-equilibrium geometry (the ωB97M-V functional and the def2-TZVPD basis, the Open Molecules 2025 dataset).

Positions of all 94 atoms, in Å:
C (3.01442, 2.21802, 5.34781)
O (1.67344, 1.83230, 5.11836)
C (0.86433, 2.78097, 4.64922)
O (1.18599, 3.91773, 4.42225)
O (-0.33676, 2.24407, 4.47650)
C (-1.26305, 3.10222, 3.81221)
H (3.07974, 3.04660, 6.04972)
H (3.49771, 2.47025, 4.40230)
H (3.53198, 1.35414, 5.75737)
H (-1.28328, 4.08590, 4.27590)
H (-2.26526, 2.68342, 3.87178)
H (-1.00343, 3.17298, 2.75844)
C (-3.58027, -3.69916, 3.19634)
O (-3.36168, -2.43799, 2.56024)
C (-4.20420, -1.45150, 2.88605)
O (-5.05659, -1.49685, 3.73053)
O (-3.90360, -0.41270, 2.11916)
C (-4.65047, 0.78952, 2.28986)
H (-2.60085, -4.15717, 3.30283)
H (-4.27184, -4.30526, 2.61435)
H (-4.00367, -3.56435, 4.19140)
H (-5.51393, 0.62072, 2.92607)
H (-4.96705, 1.13544, 1.30738)
H (-3.98053, 1.54121, 2.70417)
C (1.26330, -3.54283, -1.94790)
O (0.69053, -2.82384, -3.02434)
C (0.72699, -1.49356, -3.02132)
O (1.07980, -0.79082, -2.10968)
O (0.25840, -1.08014, -4.19005)
C (0.33956, 0.34043, -4.40544)
H (2.31516, -3.75596, -2.15062)
H (0.72253, -4.48179, -1.86663)
H (1.19517, -2.99212, -1.00865)
H (1.38625, 0.63619, -4.46499)
H (-0.15647, 0.87316, -3.59800)
H (-0.14240, 0.54552, -5.35413)
C (-1.09186, 4.96403, -3.12564)
O (-0.29451, 4.81651, -4.30301)
C (0.72068, 5.65987, -4.46466)
O (1.07428, 6.52154, -3.70492)
O (1.30184, 5.38155, -5.63167)
C (2.39412, 6.21252, -5.96209)
H (-2.10286, 5.24162, -3.41785)
H (-0.73543, 5.73355, -2.44508)
H (-1.06897, 4.00389, -2.61842)
H (2.85553, 5.80626, -6.85725)
H (3.15387, 6.20856, -5.17624)
H (2.07876, 7.24284, -6.12128)
C (2.99589, -0.49935, 0.13590)
O (3.65375, -0.16683, 1.36146)
C (4.98352, -0.17831, 1.37474)
O (5.70493, -0.46092, 0.45951)
O (5.38217, 0.17277, 2.59836)
C (6.80006, 0.32616, 2.73836)
H (3.59480, -0.22056, -0.72905)
H (2.06684, 0.05582, 0.07469)
H (2.82753, -1.57470, 0.13866)
H (7.30579, -0.51818, 2.28038)
H (6.98786, 0.33452, 3.80894)
H (7.09809, 1.28671, 2.32461)
C (-0.03682, -5.27008, 1.78368)
O (0.42931, -4.31602, 2.75355)
C (0.39941, -3.03677, 2.35627)
O (-0.08484, -2.66694, 1.31516)
O (0.97343, -2.31286, 3.29001)
C (1.01497, -0.89086, 3.15046)
H (0.57916, -5.22107, 0.88598)
H (-1.04753, -5.01448, 1.46423)
H (0.00082, -6.21615, 2.30546)
H (1.58985, -0.51213, 3.98780)
H (0.03197, -0.42129, 3.15230)
H (1.54961, -0.60064, 2.25090)
C (-2.25582, -3.32767, -0.98944)
O (-2.19628, -3.84493, -2.32030)
C (-2.36210, -2.93624, -3.27915)
O (-2.58187, -1.76989, -3.08788)
O (-2.21447, -3.54051, -4.45210)
C (-2.47346, -2.76490, -5.60948)
H (-2.35413, -4.14539, -0.28033)
H (-3.07387, -2.62156, -0.87645)
H (-1.30604, -2.86245, -0.72111)
H (-2.90226, -1.79335, -5.37674)
H (-3.14957, -3.31567, -6.25999)
H (-1.53795, -2.59522, -6.14532)
O (-0.80726, 3.35980, 0.38456)
C (-1.10822, 2.25845, 0.06023)
O (-1.30681, 1.87206, -1.21507)
C (-1.90123, 0.57140, -1.22262)
C (-1.45159, 0.01782, 0.14031)
O (-1.25447, 1.21052, 0.90610)
H (-2.99006, 0.61202, -1.27486)
H (-1.46770, 0.00455, -2.03169)
H (-0.49563, -0.49448, 0.03077)
H (-2.17517, -0.66969, 0.55778)

The value obtained for the total energy is -74774.6077 eV. The HOMO-LUMO gap is 11.13 eV. The value obtained for the HOMO energy is -10.67 eV. Its energy above the lowest of the compared OMol25 structures with the same formula, charge and spin is 0.0 kcal/mol.